Record 1
{"formula": "C4H9OS", "method": "ωB97M-V with the def2-TZVPD basis set", "largest_force_ev_per_a": 3.46, "total_energy_ev": -17173.6915, "de_lowest_ev": 1.1646, "orbital_gap_ev": [10.260, 7.598], "homo_ev": [-9.4, -9.4], "total_charge": 0, "spin_multiplicity": 2, "elements": ["C", "O", "C", "C", "C", "S", "H", "H", "H", "H", "H", "H", "H", "H", "H"], "coordinates": [[-1.6153, -1.4422, 1.1356], [-1.9720, -2.0869, 2.2217], [-0.1256, -0.9436, 1.1445], [0.2384, -0.3254, -0.2754], [0.7831, 1.1005, -0.2255], [1.1962, 1.7863, -1.8426], [-1.7164, -1.9762, 0.1737], [-2.1282, -0.4387, 0.8760], [0.5034, -1.8355, 1.2622], [-0.0344, -0.0801, 1.8773], [-0.6907, -0.3879, -0.8687], [0.8843, -1.1192, -0.6367], [-0.0651, 1.7332, 0.0990], [1.5408, 1.1918, 0.5238], [2.2699, 1.0354, -1.9544]], "forces_ev_per_a": [[0.0, 2.2, -2.7], [-0.1, -0.1, 0.8], [0.1, 1.5, -0.1], [-1.2, -1.4, 1.0], [-1.8, -0.3, -0.1], [-0.1, 0.2, 0.3], [0.0, -0.6, 0.3], [0.0, -1.0, 1.1], [0.0, 0.6, 0.8], [0.2, -1.7, -0.2], [0.5, 0.3, -0.1], [0.6, 0.6, -0.8], [0.4, -0.2, 0.1], [0.8, 0.2, 0.2], [0.6, -0.3, -0.4]], "lowdin_spin": [0.1030, 0.7493, 0.0943, 0.0106, 0.0024, 0.0029, 0.0032, 0.0317, 0.0003, -0.0007, 0.0017, 0.0009, 0.0002, 0.0002, 0.0001]}

***

Record 2
{"formula": "C5H7NO", "method": "ωB97M-V with the def2-TZVPD basis set", "largest_force_ev_per_a": 0.61, "total_energy_ev": -8833.8749, "de_lowest_ev": 2.3280, "orbital_gap_ev": 9.209, "homo_ev": -10.1, "total_charge": 0, "spin_multiplicity": 1, "elements": ["C", "C", "C", "N", "C", "O", "C", "H", "H", "H", "H", "H", "H", "H"], "coordinates": [[-1.9188, 0.5816, -0.1352], [-0.5083, 0.1754, 0.1427], [0.6366, 1.1312, 0.2991], [1.7564, 0.5976, 0.6082], [1.4303, -0.8141, 0.7913], [2.1549, -1.6017, 1.3310], [0.0184, -1.0394, 0.3180], [-2.0270, 1.6703, -0.1549], [-2.5745, 0.1941, 0.6511], [-2.2744, 0.1832, -1.0907], [0.5448, 2.2023, 0.1180], [1.8733, -0.3846, -1.4950], [-0.4382, -2.0170, 0.2166], [1.3266, -0.8790, -1.6002]], "forces_ev_per_a": [[-0.1, 0.0, 0.0], [0.0, -0.2, 0.1], [0.2, 0.0, 0.1], [-0.4, 0.2, 0.2], [0.3, -0.4, 0.2], [-0.3, 0.4, -0.4], [-0.2, 0.2, 0.2], [0.0, -0.2, 0.0], [0.0, 0.1, -0.1], [0.1, 0.1, 0.1], [0.0, -0.1, 0.1], [0.1, -0.1, -0.3], [0.0, 0.2, 0.2], [0.2, 0.0, -0.3]], "lowdin_charge": [-0.0408, -0.2598, -0.1061, 0.1093, -0.5026, 0.1332, -0.0054, 0.0770, 0.0869, 0.0866, 0.1234, 0.0880, 0.1264, 0.0839]}

***

Record 3
{"formula": "C4H8O2", "method": "ωB97M-V with the def2-TZVPD basis set", "largest_force_ev_per_a": 7.30, "total_energy_ev": -8368.2400, "de_lowest_ev": 5.0418, "orbital_gap_ev": 9.165, "homo_ev": -9.5, "total_charge": 0, "spin_multiplicity": 1, "elements": ["C", "C", "C", "O", "C", "O", "H", "H", "H", "H", "H", "H", "H", "H"], "coordinates": [[-0.3902, 1.7066, 0.2421], [-0.0736, 0.3092, -0.3847], [-1.1440, -0.5013, 0.2832], [1.1415, -0.0258, 0.1743], [1.7308, -1.4938, -0.1156], [2.2590, -1.5602, -1.1883], [-1.3777, 2.0387, -0.0997], [-0.3059, 1.6840, 1.3407], [0.4006, 2.3220, -0.1763], [-0.0965, 0.4256, -1.5054], [-0.9541, -1.2632, 1.0251], [-0.8987, -1.5596, -0.7437], [-2.2174, -0.2729, 0.4367], [2.1925, -1.6566, 0.8758]], "forces_ev_per_a": [[1.0, 0.0, -1.1], [-1.6, 3.0, 2.4], [-0.5, -5.9, -4.2], [1.1, -3.5, -0.4], [2.4, 6.2, -1.3], [-1.6, -1.8, 1.5], [0.3, 0.1, 0.2], [-0.1, -0.1, -0.5], [-0.1, 0.8, 0.3], [0.0, -0.6, 1.1], [1.1, 0.7, 0.9], [-1.9, 2.0, 2.5], [0.7, 0.4, -1.1], [-0.8, -1.4, -0.1]], "lowdin_charge": [-0.0675, -0.5636, -0.0481, -0.1305, -0.1365, 0.1070, 0.0796, 0.0917, 0.0715, 0.1531, 0.0419, 0.1796, 0.0742, 0.1474]}

***

Record 4
{"formula": "C12H35CuN3O4", "method": "ωB97M-V with the def2-TZVPD basis set", "largest_force_ev_per_a": 3.18, "total_energy_ev": -70303.9620, "de_lowest_ev": 0.0000, "orbital_gap_ev": 8.820, "homo_ev": -11.3, "total_charge": 1, "spin_multiplicity": 1, "elements": ["Cu", "C", "C", "C", "O", "C", "N", "H", "H", "H", "H", "H", "H", "H", "H", "H", "H", "H", "C", "C", "C", "O", "C", "N", "H", "H", "H", "H", "H", "H", "H", "H", "H", "H", "H", "C", "C", "C", "O", "C", "N", "H", "H", "H", "H", "H", "H", "H", "H", "H", "H", "H", "O", "H", "H"], "coordinates": [[-0.2074, -0.5418, -0.8690], [0.4284, 2.4487, 2.0806], [0.2994, 2.7497, 0.6132], [1.3070, 3.7958, 0.1114], [1.2854, 4.0225, -1.3166], [1.9639, 5.1383, -1.8013], [0.5998, 1.4903, -0.0757], [0.5394, 3.3800, 2.6360], [1.2767, 1.8858, 2.4700], [-0.4793, 1.9125, 2.3575], [-0.7061, 3.0033, 0.2774], [2.3396, 3.5553, 0.3642], [1.0463, 4.7060, 0.6514], [3.0477, 5.0384, -1.7422], [1.7438, 6.1076, -1.3538], [1.7678, 5.1391, -2.8735], [1.5054, 1.1758, 0.2422], [0.9168, 2.0658, -0.8427], [-2.5240, 0.1565, -4.5526], [-2.0039, 0.1814, -3.2240], [-3.0779, 0.2392, -2.0941], [-2.4342, 0.4837, -0.7997], [-3.3335, 0.7129, 0.3200], [-1.0734, -0.8827, -3.1023], [-3.1520, 1.0463, -4.5948], [-3.0563, -0.7386, -4.8743], [-1.6627, 0.2718, -5.2107], [-1.4345, 1.1021, -3.0969], [-3.6381, -0.6950, -2.0546], [-3.7449, 1.0761, -2.3011], [-2.7195, 0.7998, 1.2164], [-3.9615, -0.1541, 0.5253], [-4.0293, 1.5424, 0.1946], [-1.6093, -1.7028, -3.3481], [-0.3671, -0.7882, -3.8181], [0.9685, -1.4068, 2.7565], [0.9298, -2.6389, 1.7891], [0.8846, -3.9821, 2.5531], [2.0466, -4.0597, 3.3210], [2.1966, -5.2091, 4.0828], [-0.1580, -2.5198, 0.7883], [0.6215, -0.5465, 2.1842], [1.9317, -1.1834, 3.2152], [0.2159, -1.4877, 3.5408], [1.9172, -2.5539, 1.3353], [0.8898, -4.8909, 1.9513], [0.0898, -4.0804, 3.2925], [3.1761, -5.2205, 4.5608], [2.0555, -6.0868, 3.4521], [1.4401, -5.2535, 4.8662], [-0.1137, -3.3348, 0.1934], [-0.9456, -2.7388, 1.3814], [1.9501, -0.7723, -1.8113], [2.4011, -1.6003, -1.9764], [2.6499, -0.1577, -1.5904]], "forces_ev_per_a": [[-0.3, 0.1, 0.1], [-0.7, 1.3, 1.0], [1.1, -0.8, 0.3], [0.0, 1.4, 0.1], [-1.3, -1.1, 1.4], [1.0, 0.2, -0.8], [0.4, -0.2, -1.7], [-0.6, 0.1, 0.3], [0.3, -0.3, -0.9], [0.1, 0.1, 0.4], [-0.1, 0.4, 0.4], [0.1, -0.4, 0.4], [0.1, 0.4, -0.1], [0.3, -0.3, 0.3], [-0.6, -0.1, 0.2], [-0.3, 0.3, 0.1], [0.2, -0.2, 0.7], [0.0, -1.5, -2.2], [-1.4, 1.3, -2.3], [0.2, 1.2, 2.9], [1.0, 0.1, 0.6], [-0.7, 0.0, -0.5], [0.3, -0.9, -0.4], [1.0, -1.4, 2.0], [-0.3, -0.1, -1.0], [-0.2, 0.0, 0.3], [-0.3, 0.2, -0.4], [0.0, 0.3, 0.1], [-0.2, -0.1, 0.1], [-0.1, -0.1, -0.1], [0.1, 0.4, -0.2], [-0.1, -0.3, -0.3], [0.4, 0.3, -0.2], [0.3, -0.7, 0.1], [0.3, 0.0, 0.0], [-1.3, -0.4, -0.5], [1.1, 0.5, 1.0], [0.7, -0.1, 0.7], [1.5, 1.4, -0.1], [-0.4, -0.5, 0.2], [0.4, 0.2, 0.6], [0.3, 0.2, -0.2], [0.0, -0.4, -0.2], [0.1, -0.2, 0.3], [-0.1, -0.5, -0.6], [-0.5, 0.1, -0.8], [-1.0, 0.4, -0.3], [0.0, 0.1, -0.3], [0.2, -0.3, 0.0], [-0.2, 0.0, 0.2], [0.2, -0.2, -0.4], [-0.9, 0.4, -0.2], [-0.3, 0.1, 0.1], [0.1, -0.4, -0.1], [0.2, 0.3, 0.0]], "lowdin_charge": [0.3755, -0.0549, -0.4000, -0.1672, -0.1961, -0.1168, 0.0396, 0.0855, 0.0834, 0.0797, 0.1520, 0.1374, 0.1302, 0.0864, 0.0939, 0.0948, 0.0772, 0.0618, -0.0745, -0.5011, -0.1185, -0.2523, -0.0654, 0.0544, 0.0994, 0.1028, 0.0990, 0.1510, 0.1325, 0.1300, 0.0809, 0.0855, 0.0923, 0.0983, 0.0966, -0.0384, -0.3773, -0.2104, -0.2028, -0.1090, 0.0507, 0.0371, 0.0858, 0.0816, 0.1322, 0.1237, 0.1289, 0.0978, 0.0882, 0.0899, 0.0795, 0.0846, -0.0355, 0.0638, 0.0563]}

***

Record 5
{"formula": "C4H5NO2", "method": "ωB97M-V with the def2-TZVPD basis set", "largest_force_ev_per_a": 5.51, "total_energy_ev": -9811.0042, "de_lowest_ev": 3.3106, "orbital_gap_ev": 9.558, "homo_ev": -8.6, "total_charge": 0, "spin_multiplicity": 1, "elements": ["C", "C", "C", "C", "H", "H", "H", "H", "H", "N", "O", "O"], "coordinates": [[0.2098, 0.4002, 0.5704], [0.1573, -0.3828, -0.6868], [-1.2496, -0.7108, -0.6620], [-1.7488, -0.4491, 0.5282], [3.0648, 1.4817, 0.5076], [0.5043, 0.3285, -1.5396], [0.8466, -1.1098, -0.6795], [-1.7954, -1.2040, -1.5153], [-2.6757, -0.6613, 1.0595], [1.2033, 1.0932, 0.9931], [2.3208, 0.9491, 0.1039], [-0.8374, 0.2650, 1.3204]], "forces_ev_per_a": [[4.9, 1.1, -0.5], [-0.7, 5.2, -1.7], [-2.4, -2.3, -1.9], [-0.6, 0.4, 0.8], [-1.7, -0.8, -0.4], [-0.7, -1.1, 1.2], [2.3, -3.1, 0.0], [0.6, 0.5, 1.3], [0.2, 0.2, -0.5], [0.2, -0.2, 0.1], [0.3, 0.7, 0.5], [-2.5, -0.5, 1.2]], "lowdin_charge": [-0.4224, -0.1064, -0.0804, -0.0601, 0.1142, 0.1689, 0.0881, 0.1346, 0.1333, 0.0722, -0.1049, 0.0630]}

***

Record 6
{"formula": "C35H30BrN2P2Tc", "method": "ωB97M-V with the def2-TZVPD basis set", "largest_force_ev_per_a": 0.72, "total_energy_ev": -130555.3493, "de_lowest_ev": 0.9587, "orbital_gap_ev": [7.335, 4.258], "homo_ev": [-16.8, -16.7], "total_charge": 3, "spin_multiplicity": 4, "elements": ["Tc", "N", "P", "C", "C", "C", "C", "C", "C", "C", "C", "C", "C", "C", "C", "C", "C", "C", "C", "C", "N", "H", "H", "H", "H", "H", "H", "H", "H", "H", "H", "H", "H", "H", "H", "H", "C", "C", "C", "C", "C", "C", "P", "C", "C", "C", "C", "C", "C", "C", "C", "C", "C", "C", "C", "H", "H", "H", "H", "H", "H", "H", "H", "H", "H", "H", "H", "H", "H", "H", "Br"], "coordinates": [[-0.6372, 1.2100, -0.6692], [-1.7952, -0.7952, 1.4269], [-1.1916, 0.7797, 1.5952], [-0.6775, 0.8884, 3.3053], [0.5515, 1.4000, 3.7102], [0.8227, 1.5326, 5.0638], [-0.1249, 1.1521, 6.0019], [-1.3603, 0.6552, 5.5954], [-1.6524, 0.5364, 4.2468], [-2.5768, 1.9035, 1.3343], [-2.2997, 3.2718, 1.4722], [-3.3121, 4.1973, 1.2945], [-4.5962, 3.7664, 0.9763], [-4.8767, 2.4119, 0.8421], [-3.8707, 1.4754, 1.0124], [-2.2558, -1.2179, 0.2030], [-3.0484, -2.3489, 0.0284], [-3.5592, -2.6076, -1.2230], [-3.2812, -1.7455, -2.2928], [-2.4572, -0.6847, -2.0685], [-1.9243, -0.4263, -0.8402], [-1.8814, -1.4091, 2.2234], [1.2933, 1.7089, 2.9836], [1.7726, 1.9391, 5.3853], [0.0905, 1.2566, 7.0580], [-2.1048, 0.3763, 6.3294], [-2.6407, 0.2071, 3.9433], [-1.3052, 3.6071, 1.7495], [-3.1051, 5.2529, 1.4130], [-5.3868, 4.4934, 0.8376], [-5.8833, 2.0847, 0.6147], [-4.1028, 0.4202, 0.9255], [-3.2795, -2.9817, 0.8767], [-4.1945, -3.4722, -1.3745], [-3.6942, -1.9115, -3.2779], [-2.1768, -0.0057, -2.8681], [5.3890, 1.4448, -2.5251], [4.5296, 2.2877, -1.7175], [3.3014, 1.8394, -1.2920], [2.8751, 0.5755, -1.6928], [3.7702, -0.2872, -2.4688], [4.9937, 0.1607, -2.8896], [1.2556, -0.1520, -1.2172], [1.8858, -1.2648, 0.0564], [2.0402, -0.7232, 1.3401], [2.6199, -1.4736, 2.3448], [3.0679, -2.7634, 2.0738], [2.9460, -3.2971, 0.7962], [2.3742, -2.5494, -0.2206], [0.7720, -1.0266, -2.7122], [0.2123, -2.3040, -2.7147], [-0.1930, -2.8710, -3.9154], [-0.0598, -2.1659, -5.1056], [0.4658, -0.8791, -5.1040], [0.8773, -0.3043, -3.9096], [6.3598, 1.8174, -2.8309], [4.8572, 3.2874, -1.4589], [2.6694, 2.4744, -0.6897], [3.4579, -1.2945, -2.7159], [5.6472, -0.4743, -3.4721], [1.7092, 0.2881, 1.5371], [2.7307, -1.0584, 3.3392], [3.5294, -3.3489, 2.8582], [3.3074, -4.2963, 0.5902], [2.3179, -2.9680, -1.2140], [0.0726, -2.8517, -1.7925], [-0.6109, -3.8702, -3.9230], [-0.3737, -2.6173, -6.0389], [0.5573, -0.3261, -6.0300], [1.2764, 0.7078, -3.9110], [0.0909, 3.3635, -1.2085]], "forces_ev_per_a": [[0.1, -0.4, 0.6], [0.1, 0.0, 0.0], [-0.4, -0.1, -0.3], [0.1, 0.1, -0.3], [0.1, 0.0, 0.0], [0.1, 0.0, 0.0], [-0.1, 0.0, 0.0], [0.0, 0.0, 0.0], [0.0, 0.0, 0.1], [0.0, 0.0, 0.0], [-0.1, 0.0, 0.0], [0.0, 0.0, 0.0], [0.0, 0.1, 0.0], [0.0, -0.1, 0.0], [0.0, 0.0, 0.0], [0.1, 0.2, -0.1], [0.0, -0.1, 0.1], [0.0, 0.0, -0.1], [-0.1, -0.1, 0.0], [0.1, 0.1, 0.2], [-0.1, -0.2, -0.1], [-0.1, 0.0, 0.1], [0.0, 0.0, 0.0], [0.0, 0.0, 0.0], [0.0, 0.0, 0.0], [0.0, 0.0, 0.0], [0.0, 0.0, 0.0], [0.0, 0.0, 0.0], [0.0, 0.0, 0.0], [0.0, 0.0, 0.0], [0.0, 0.0, 0.0], [0.0, 0.0, 0.0], [0.0, 0.0, -0.1], [0.0, 0.0, 0.0], [0.0, 0.0, 0.0], [0.0, 0.0, 0.0], [-0.2, 0.2, 0.2], [0.3, -0.2, -0.2], [0.0, -0.2, 0.0], [0.2, -0.2, -0.2], [-0.3, 0.2, 0.2], [0.1, 0.2, 0.1], [-0.3, 0.1, 0.1], [0.2, 0.0, 0.0], [-0.1, -0.1, -0.1], [0.0, 0.0, 0.1], [0.0, 0.0, 0.0], [0.0, 0.0, 0.0], [0.0, 0.1, 0.1], [0.1, 0.0, -0.1], [0.0, 0.0, -0.1], [0.0, 0.0, 0.0], [0.0, 0.0, 0.0], [0.0, 0.1, 0.1], [0.0, 0.0, 0.0], [0.0, 0.1, 0.0], [0.1, 0.0, 0.0], [0.0, 0.0, 0.0], [-0.1, 0.0, 0.0], [0.0, 0.0, 0.0], [0.0, 0.0, 0.0], [0.0, 0.0, 0.0], [0.0, 0.0, 0.0], [0.0, 0.0, 0.0], [-0.1, 0.0, -0.1], [0.1, -0.1, 0.1], [0.0, 0.0, 0.0], [0.0, 0.0, 0.0], [0.0, 0.0, 0.0], [0.0, -0.1, 0.0], [0.3, 0.4, -0.1]], "lowdin_spin": [1.7011, 0.0115, -0.0086, -0.0064, -0.0003, 0.0001, 0.0003, -0.0005, -0.0018, -0.0030, 0.0004, 0.0014, -0.0054, -0.0002, -0.0027, 0.0203, -0.0037, 0.0189, -0.0007, 0.0170, 0.0244, 0.0006, -0.0002, 0.0000, 0.0000, -0.0001, 0.0000, 0.0001, 0.0002, -0.0002, 0.0000, 0.0001, -0.0002, 0.0010, -0.0002, 0.0026, 0.2360, 0.1863, 0.0074, 0.2403, 0.1719, 0.0096, 0.0189, 0.0407, 0.0139, 0.0027, 0.0260, 0.0009, 0.0171, 0.0090, -0.0012, 0.0062, 0.0026, 0.0024, 0.0128, 0.0086, 0.0064, -0.0020, 0.0036, -0.0029, -0.0007, -0.0002, 0.0011, -0.0003, 0.0001, 0.0001, 0.0003, 0.0000, 0.0001, 0.0026, 0.2139]}